(1)
Entry from the OMol25 dataset: a gas-phase ion, C3H6N3O (charge +1) (ωB97M-V/def2-TZVPD).

Results
SMILES string: N[N+]1=C(O)C=NC1
Relative energy (zero: lowest compared OMol25 entry of this formula, charge and spin) (kJ/mol): 175.88
Highest occupied orbital energy (spin up / spin down) (eV): -14.7365 / -14.7360
E_LUMO (spin up / spin down) (eV): -5.49 / -5.49
Frontier orbital gap (spin up / spin down) (eV): 9.25 / 9.25
Charge: +1

The geometry in XYZ format:
```
13
C3H6N3O (ωB97M-V/def2-TZVPD)
C -1.4433 1.0081 -0.3586
C -0.7947 -0.2379 -0.5997
C 0.4279 1.1096 0.8636
N -0.7994 1.6861 0.5151
N 0.3491 -0.2124 0.2218
N 1.1916 -1.2725 0.1282
O -0.9954 -1.2470 -1.3682
H -2.3128 1.1849 -0.8838
H 1.1042 1.8474 0.5020
H 0.4561 1.0093 1.9574
H -0.6636 -2.0406 -0.9567
H 1.9481 -1.3182 0.7762
H 1.5322 -1.5165 -0.7973
```

=====

(2)
Entry from the OMol25 dataset: C5H7BO2 in the gas phase (ωB97M-V/def2-TZVPD).

Results
SMILES string: CO/B=C/C=C\C=O
Relative energy (zero: lowest compared OMol25 entry of this formula, charge and spin) (kJ/mol): 231.66
Highest occupied orbital energy (eV): -7.7020
E_LUMO (eV): 0.51
Frontier orbital gap (eV): 8.22
Charge: 0

The geometry in XYZ format:
```
15
C5H7BO2 (ωB97M-V/def2-TZVPD)
B -0.5011 -0.5572 1.0010
C 0.6087 -1.4370 0.7853
C 1.4032 -1.5458 -0.3615
C 1.4621 -0.7778 -1.5192
C 0.9100 0.5498 -1.6564
C -2.0486 1.5030 1.2745
O 0.1506 1.2115 -0.9617
O -1.5456 0.1283 1.2827
H 0.7669 -2.0681 1.6960
H 2.1142 -2.3707 -0.4287
H 2.0356 -0.9513 -2.3587
H 1.1320 1.0169 -2.6443
H -2.4299 1.5051 0.2096
H -1.3041 2.2103 1.4748
H -2.7540 1.5831 2.2066
```

=====

(3)
Entry from the OMol25 dataset: C4H7NO in the gas phase (ωB97M-V/def2-TZVPD).

Results
SMILES string: O[C@H]1C[C@H]2N[C@@H]12
Relative energy (zero: lowest compared OMol25 entry of this formula, charge and spin) (kJ/mol): 297.13
Highest occupied orbital energy (eV): -9.2956
E_LUMO (eV): 1.02
Frontier orbital gap (eV): 10.32
Charge: 0

The geometry in XYZ format:
```
13
C4H7NO (ωB97M-V/def2-TZVPD)
O 2.1728 0.4466 0.2473
C 0.9256 0.1922 -0.3973
C 0.2430 -1.1816 -0.1111
C -1.1100 -0.4753 -0.1129
N -1.1035 0.3553 1.0878
C -0.4656 0.8646 -0.1547
H 2.1112 1.1921 0.8454
H 1.2683 0.3283 -1.4197
H 0.4937 -1.5366 0.8919
H 0.3915 -1.9747 -0.8463
H -2.0326 -0.7831 -0.6008
H -2.0208 0.8004 1.1692
H -0.8736 1.7719 -0.5989
```

=====

(4)
Entry from the OMol25 dataset: a molecular structure, C42H36BMoN9O2S6Te (ωB97M-V/def2-TZVPD).

Results
2S+1: 4
Relative energy (zero: lowest compared OMol25 entry of this formula, charge and spin) (kJ/mol): 363.58
Highest occupied orbital energy (spin up / spin down) (eV): -3.9824 / -3.6534
E_LUMO (spin up / spin down) (eV): 0.53 / -0.78
Expectation value of S²: 3.84
Frontier orbital gap (spin up / spin down) (eV): 4.52 / 2.87
Charge: -1

The geometry in XYZ format:
```
98
C42H36BMoN9O2S6Te (ωB97M-V/def2-TZVPD)
Mo -0.3666 0.5370 -0.2722
C -2.0812 3.2148 1.5138
C -1.7582 1.9828 2.2939
C -1.7713 1.8137 3.6954
C -1.4070 0.4821 3.9239
N -1.1221 -0.0551 2.7337
N -1.3076 0.8556 1.7227
B -0.4051 -1.4006 2.3567
N 1.0720 -1.1302 1.9028
C 2.2618 -1.4144 2.5116
C 3.2523 -0.8078 1.8180
C 2.5971 -0.1009 0.7910
C 3.1723 0.6858 -0.2926
N 1.3092 -0.3320 0.8198
N -1.1802 -1.9843 1.1100
C -1.6248 -3.2620 1.0801
C -1.9453 -3.6133 -0.1890
C -1.6013 -2.4538 -0.9878
C -1.8475 -2.3151 -2.4416
N -1.1848 -1.4671 -0.1839
N -0.4301 -2.4393 3.4879
C 0.2426 -3.5617 3.6419
C -0.2437 -4.2767 4.7037
C -1.3970 -3.5006 5.0569
C -2.4034 -3.8584 6.1433
N -1.5425 -2.4299 4.3430
H -3.1166 3.2344 1.2215
H -1.8330 4.1458 2.0485
H -1.5553 3.2343 0.5756
H -2.2027 2.5029 4.4311
H -1.2117 -0.1211 4.7915
H 2.2944 -1.9552 3.5007
H 4.2793 -0.7786 2.0376
H 2.6484 0.6193 -1.2553
H 3.1703 1.7517 -0.0810
H 4.2324 0.4130 -0.3833
H -1.6293 -3.8646 1.9322
H -2.3767 -4.4833 -0.5734
H -1.5704 -3.2890 -2.9724
H -2.9800 -2.1212 -2.7101
H -1.2737 -1.5081 -2.9318
H 1.0912 -3.7735 3.0512
H 0.0463 -5.2449 5.1360
H -2.0450 -4.4685 6.9419
H -2.7997 -2.8894 6.5073
H -3.2117 -4.3979 5.6379
O 1.3490 2.5444 2.0064
C 1.2316 2.9195 0.8600
O 0.7036 2.2123 -0.1147
C 1.6910 4.2985 0.4073
C 1.8452 5.3103 1.3396
C 1.9415 6.6575 0.9890
C 1.8430 7.0013 -0.4167
C 1.6586 5.9664 -1.3102
C 1.5396 4.6066 -0.9372
S 1.4670 3.3972 -2.1392
H 1.7859 5.0199 2.4335
H 2.0467 7.4344 1.7476
H 1.8385 8.0259 -0.7064
H 1.5294 6.2007 -2.3643
N 2.4085 2.0107 -9.6886
C 1.9380 1.5864 -8.7188
C 1.4441 1.0549 -7.4810
C 1.9901 -0.0666 -6.8958
C 1.7452 -0.3545 -5.5583
C 0.9262 0.4858 -4.7963
C 0.3307 1.5836 -5.4635
C 0.5781 1.8524 -6.7768
C 0.7473 0.2869 -3.3961
C 0.3155 0.3874 -2.2502
H 2.6442 -0.6683 -7.5062
H 2.2130 -1.2328 -5.1873
H -0.3559 2.2574 -4.9365
H 0.1857 2.7970 -7.2295
C 2.5134 -2.3150 -1.5416
S 2.2833 -3.4469 -0.1807
C 3.7366 -4.3593 -0.1311
C 3.8634 -5.5095 0.6933
S 2.7884 -6.0654 1.8506
S 5.3137 -6.3710 0.3823
C 6.0404 -5.3706 -0.8244
S 7.4116 -5.7506 -1.6432
S 5.0464 -3.9716 -1.1083
H 1.5126 -1.8599 -1.5796
H 2.6484 -2.9377 -2.4825
H 3.3649 -1.5807 -1.4226
Te -2.5918 1.5695 -1.7232
C -4.2360 1.6029 -0.3428
C -4.5417 0.6447 0.6526
C -5.6994 0.6906 1.3669
C -6.6087 1.7049 1.1186
C -6.3033 2.6935 0.1627
C -5.1529 2.6279 -0.5604
H -3.8839 -0.2256 0.7816
H -5.8890 -0.0843 2.1025
H -7.5215 1.6794 1.6270
H -6.9621 3.5681 0.0306
H -4.9588 3.3166 -1.3264
```

=====

(5)
Entry from the OMol25 dataset: C24H32N2O5S2 in the gas phase (ωB97M-V/def2-TZVPD).

Results
SMILES string: COc1ccc(N(CC(=O)NCCSC2CCCCC2)S(=O)(=O)c2ccccc2)cc1OC
Relative energy (zero: lowest compared OMol25 entry of this formula, charge and spin) (kJ/mol): 0.00
Highest occupied orbital energy (eV): -7.9199
E_LUMO (eV): 0.36
Frontier orbital gap (eV): 8.28
Charge: 0

The geometry in XYZ format:
```
65
C24H32N2O5S2 (ωB97M-V/def2-TZVPD)
C -0.8795 3.4328 5.2538
H -1.1473 3.8823 4.2916
O 0.3602 2.7733 5.1915
C 0.4838 1.7148 4.3409
C -0.5065 1.2404 3.5013
C -0.2786 0.1671 2.6484
C 0.9538 -0.4627 2.6488
C 1.9536 -0.0169 3.5164
C 1.7401 1.0668 4.3467
O 2.6659 1.5779 5.1999
C 3.9385 0.9794 5.2400
H 3.8839 -0.0676 5.5538
H 4.5038 1.5483 5.9766
H 4.4401 1.0388 4.2681
H 2.8846 -0.5538 3.5430
N 1.2534 -1.5255 1.7864
S 2.8253 -1.6725 1.2371
O 3.6833 -2.2286 2.2399
O 2.7530 -2.3921 -0.0109
C 3.3291 0.0196 0.9178
C 4.5840 0.4238 1.3301
C 4.9903 1.7258 1.0872
C 4.1377 2.6034 0.4368
C 2.8843 2.1830 0.0202
C 2.4748 0.8812 0.2578
H 1.5008 0.5400 -0.0549
H 2.2235 2.8687 -0.4873
H 4.4513 3.6199 0.2536
H 5.9674 2.0543 1.4072
H 5.2170 -0.2867 1.8388
C 0.2089 -2.3348 1.2011
C -0.4836 -1.6971 -0.0132
O -1.6718 -1.4402 -0.0276
N 0.3539 -1.4369 -1.0322
H 1.2976 -1.8114 -0.9795
C -0.1371 -0.9374 -2.2968
C -0.5338 -2.0815 -3.2287
H -1.1812 -2.7866 -2.7086
H 0.3501 -2.6047 -3.5939
S -1.4371 -1.4685 -4.6855
C -3.1704 -1.9121 -4.2323
C -3.6986 -1.0970 -3.0589
C -3.8142 0.3784 -3.4270
C -4.7266 0.5526 -4.6370
C -4.1851 -0.2425 -5.8210
C -4.0504 -1.7197 -5.4629
H -3.6261 -2.2685 -6.3059
H -5.0377 -2.1372 -5.2473
H -3.2020 0.1429 -6.0985
H -4.8474 -0.1340 -6.6821
H -4.7974 1.6095 -4.9019
H -5.7314 0.2007 -4.3899
H -4.2025 0.9395 -2.5751
H -2.8233 0.7692 -3.6692
H -3.0688 -1.2245 -2.1767
H -4.6894 -1.4853 -2.8053
H -3.1300 -2.9743 -3.9705
H -1.0117 -0.3166 -2.0861
H 0.6341 -0.3226 -2.7657
H 0.6741 -3.2711 0.8833
H -0.5472 -2.5470 1.9621
H -1.0719 -0.1608 1.9982
H -1.4782 1.7063 3.4843
H -0.7550 4.2199 5.9958
H -1.6804 2.7580 5.5737
```

=====

(6)
Entry from the OMol25 dataset: C20H31N3O in the gas phase (ωB97M-V/def2-TZVPD).

Results
SMILES string: NC1=NC[C@@H](Cc2ccc(O)cc2)N1CCCCC1CCCCC1
Relative energy (zero: lowest compared OMol25 entry of this formula, charge and spin) (kJ/mol): 6.79
Highest occupied orbital energy (eV): -7.6622
E_LUMO (eV): 0.76
Frontier orbital gap (eV): 8.42
Charge: 0

The geometry in XYZ format:
```
55
C20H31N3O (ωB97M-V/def2-TZVPD)
N 2.1938 2.3563 0.9174
C 2.2269 1.5406 -0.1832
N 2.8902 1.8125 -1.2429
C 2.7530 0.6850 -2.1414
H 3.7397 0.3660 -2.4797
H 2.1775 0.9969 -3.0208
C 2.0234 -0.4204 -1.3382
N 1.5874 0.3252 -0.1753
C 0.6731 -0.1652 0.8146
H 0.5882 -1.2477 0.6864
C -0.7304 0.4571 0.7120
C -1.3667 0.2218 -0.6551
C -2.7417 0.8747 -0.8058
H -2.6374 1.9470 -0.6185
H -3.0664 0.7561 -1.8428
C -3.8421 0.3270 0.1107
C -5.1151 1.1605 -0.0619
C -6.2364 0.6556 0.8408
C -6.5393 -0.8089 0.5437
C -5.2805 -1.6504 0.7222
C -4.1576 -1.1416 -0.1778
H -3.2693 -1.7556 -0.0204
H -4.4563 -1.2444 -1.2239
H -5.4943 -2.6959 0.4888
H -4.9586 -1.6008 1.7655
H -7.3282 -1.1706 1.2067
H -6.8961 -0.9036 -0.4846
H -7.1328 1.2612 0.6910
H -5.9352 0.7579 1.8863
H -4.9026 2.2077 0.1659
H -5.4392 1.1065 -1.1041
H -3.5184 0.4163 1.1530
H -1.4396 -0.8509 -0.8431
H -0.7097 0.6473 -1.4171
H -1.3473 0.0181 1.4978
H -0.6743 1.5334 0.8922
H 1.0751 0.0251 1.8181
C 2.9522 -1.6004 -0.9621
C 4.2085 -1.1317 -0.2903
C 5.3926 -1.0013 -1.0028
C 6.5354 -0.5057 -0.4028
C 6.5125 -0.1281 0.9327
C 5.3381 -0.2738 1.6624
C 4.2055 -0.7715 1.0526
H 3.3042 -0.8873 1.6347
H 5.3339 0.0114 2.7024
O 7.6124 0.3697 1.5653
H 8.3429 0.4360 0.9388
H 7.4492 -0.4072 -0.9750
H 5.4318 -1.2984 -2.0416
H 2.4046 -2.2780 -0.3019
H 3.1933 -2.1397 -1.8800
H 1.1626 -0.8249 -1.8843
H 1.3381 2.3598 1.4484
H 2.5699 3.2715 0.7270
```

=====

(7)
Entry from the OMol25 dataset: a molecular structure, C8H23LiNO4 (ωB97M-V/def2-TZVPD).

Results
Relative energy (zero: lowest compared OMol25 entry of this formula, charge and spin) (kJ/mol): 28.53
Highest occupied orbital energy (eV): -12.6731
E_LUMO (eV): -2.49
Frontier orbital gap (eV): 10.18
Charge: +1

The geometry in XYZ format:
```
37
C8H23LiNO4 (ωB97M-V/def2-TZVPD)
Li 0.0081 -26.9655 15.4564
C 2.0123 -26.5644 13.2411
O 0.8176 -27.2099 13.5392
H 2.3161 -25.9757 14.1530
H 1.8674 -25.9793 12.3445
H 2.9243 -27.2318 12.9611
H 0.3917 -27.7251 12.7064
C 0.7075 -26.5164 18.2121
O 1.4948 -26.8269 16.9951
H 1.3037 -26.4664 19.1097
H 0.0468 -27.0767 18.6408
H 0.1564 -25.4782 18.1445
H 2.2893 -27.3842 17.3987
C 0.5703 -23.7995 15.6688
O -0.1429 -25.0555 15.3246
C -1.3089 -24.8562 14.5286
C -2.0049 -26.2264 14.2878
N -1.9958 -26.8070 15.5075
C -2.5428 -28.1943 15.5840
C -1.5938 -29.2399 14.7791
O -0.3886 -28.9313 15.4893
C 0.6359 -29.8804 15.1295
H 1.4662 -23.9711 16.3382
H -0.1983 -23.1994 16.0139
H 0.8070 -23.4093 14.8048
H -0.8638 -24.5786 13.5785
H -1.9873 -24.1437 15.0492
H -1.6159 -26.8222 13.5757
H -2.9389 -26.1479 13.9233
H -2.5178 -26.0916 16.1198
H -3.4626 -28.0325 15.1690
H -2.8377 -28.4984 16.6264
H -1.4003 -29.1224 13.6245
H -1.9755 -30.1623 14.9319
H 1.5344 -29.5444 15.2340
H 0.3972 -29.8803 13.9717
H 0.3849 -30.9201 15.5309
```

=====

(8)
Entry from the OMol25 dataset: a molecular structure, C16H15ClTl (ωB97M-V/def2-TZVPD).

Results
Highest occupied orbital energy (spin up / spin down) (eV): -2.7055 / -2.7057
E_LUMO (spin up / spin down) (eV): 0.57 / 0.57
Frontier orbital gap (spin up / spin down) (eV): 3.28 / 3.28
Charge: -1

The geometry in XYZ format:
```
33
C16H15ClTl (ωB97M-V/def2-TZVPD)
C 2.0309 -2.4704 1.9163
C 2.1012 -2.5170 0.4751
C 0.7427 -2.5087 -0.0400
H 3.0078 -2.5110 -0.1263
C -0.1586 -2.4363 1.0974
C 0.6390 -2.4148 2.2959
H 0.2626 -2.2796 3.3087
H 2.8764 -2.3868 2.5958
H 0.4530 -2.4527 -1.0872
H -1.2412 -2.3247 1.0410
Tl 1.0932 -0.2145 0.9179
Cl 1.9104 0.8641 2.8366
C 1.2438 2.5027 -3.6871
C 0.0108 1.8610 -4.0308
C 0.3221 0.6238 -4.6810
H -0.9818 2.2459 -3.8393
C 1.7475 0.5007 -4.7387
C 2.3171 1.6622 -4.1246
H 3.3730 1.8697 -4.0153
H 1.3464 3.4573 -3.1893
H -0.3938 -0.0904 -5.0659
H 2.2975 -0.3229 -5.1748
C -3.2940 1.2277 2.9115
C -2.3439 0.6696 3.7647
C -1.1099 0.2131 3.2339
C -0.8936 0.3401 1.8938
C -1.7793 0.8782 1.0257
C -3.0245 1.3341 1.5520
H -4.2464 1.5754 3.3188
H -2.5443 0.5785 4.8391
H -0.3968 -0.2128 3.9421
H -1.5946 0.9699 -0.0446
H -3.7723 1.7686 0.8786
```